No. 1
90
Properties=species:S:1:pos:R:3:mulliken_charge:R:1 method="wB97M-V/def2-TZVPD" e_above_lowest_kj_mol=24.3 homo_energy_ha=-0.343 total_energy_ev=-71243.091 total_charge=0 gap_ha=0.3554 lumo_ev=0.34
N -8.510 2.864 2.782 -0.562
C -7.803 1.732 2.253 0.338
O -8.326 1.003 1.444 -0.475
C -6.404 1.489 2.770 -0.561
C -5.336 2.405 2.191 -0.813
N -4.837 1.949 0.867 -0.040
S -3.071 1.997 0.906 -0.129
S -5.437 3.001 -0.287 1.176
O -4.920 4.326 -0.199 -0.565
O -6.842 2.814 -0.318 -0.598
F -4.808 2.356 -1.532 -0.194
H -8.326 3.693 2.231 0.292
H -8.217 3.038 3.735 0.274
H -6.405 1.685 3.840 0.372
H -6.162 0.444 2.632 0.223
H -5.670 3.437 2.167 0.410
H -4.492 2.379 2.867 0.591
H -2.790 1.162 -0.105 0.156
C -0.344 -1.748 0.282 -0.314
C 0.932 -1.177 -0.326 -0.401
C 1.688 -0.249 0.632 -0.123
C 0.872 0.902 1.014 0.073
N 0.220 1.791 1.340 -0.459
H -1.061 -0.965 0.526 0.161
H -0.832 -2.430 -0.417 0.361
H -0.129 -2.298 1.200 -0.272
H 0.684 -0.639 -1.243 0.425
H 1.598 -1.991 -0.608 0.059
H 2.599 0.119 0.162 0.417
H 1.969 -0.787 1.536 0.082
C -2.268 5.881 -1.683 -0.725
C -2.724 7.256 -2.158 -0.418
C -1.620 8.106 -2.802 -0.424
C -0.520 8.370 -1.878 0.243
N 0.346 8.567 -1.149 -0.476
H -1.511 5.955 -0.900 0.342
H -3.125 5.346 -1.275 -0.011
H -1.849 5.293 -2.504 0.319
H -3.143 7.803 -1.311 0.297
H -3.523 7.137 -2.890 0.323
H -2.024 9.065 -3.127 0.317
H -1.208 7.602 -3.678 0.274
C 4.951 7.717 -3.248 -1.246
C 3.621 7.517 -2.530 -0.289
C 3.613 6.296 -1.609 -0.399
C 3.859 5.070 -2.365 0.236
N 4.066 4.112 -2.964 -0.438
H 5.183 6.874 -3.901 0.359
H 4.920 8.613 -3.868 0.339
H 5.770 7.830 -2.535 0.320
H 2.822 7.416 -3.266 0.233
H 3.390 8.400 -1.934 0.314
H 2.649 6.203 -1.108 0.261
H 4.381 6.387 -0.840 0.297
C -0.449 -3.623 4.712 -0.993
C -0.400 -2.304 5.474 -0.422
C -1.723 -1.530 5.414 -0.420
C -2.072 -1.197 4.035 0.218
N -2.346 -0.933 2.951 -0.350
H -0.632 -3.459 3.649 0.175
H 0.499 -4.152 4.805 0.311
H -1.237 -4.272 5.097 0.354
H 0.401 -1.682 5.072 0.270
H -0.159 -2.496 6.521 0.308
H -1.648 -0.602 5.981 0.280
H -2.534 -2.120 5.841 0.292
C 4.304 -5.796 0.099 -1.175
C 2.821 -6.042 0.345 -0.456
C 1.976 -4.767 0.242 -0.268
C 2.392 -3.773 1.230 0.262
N 2.739 -3.016 2.022 -0.620
H 4.728 -5.123 0.845 0.426
H 4.854 -6.734 0.152 0.293
H 4.472 -5.356 -0.888 0.243
H 2.686 -6.488 1.331 0.312
H 2.445 -6.764 -0.383 0.281
H 0.921 -4.987 0.409 0.349
H 2.071 -4.324 -0.751 0.356
C 3.797 -10.233 -4.215 -1.165
C 3.674 -8.740 -3.930 -0.433
C 4.777 -8.218 -3.001 -0.228
C 4.739 -8.884 -1.701 0.215
N 4.690 -9.413 -0.682 -0.464
H 3.698 -10.821 -3.302 0.348
H 3.015 -10.556 -4.901 0.345
H 4.761 -10.468 -4.668 0.298
H 2.699 -8.533 -3.485 0.266
H 3.721 -8.185 -4.867 0.337
H 4.664 -7.146 -2.836 0.146
H 5.760 -8.385 -3.443 0.360

No. 2
93
Properties=species:S:1:pos:R:3:mulliken_charge:R:1 method="wB97M-V/def2-TZVPD" e_above_lowest_kj_mol=0.0 homo_energy_ha=-0.376 total_energy_ev=-87088.236 total_charge=+1 gap_ha=0.3177 lumo_ev=-1.58
Y -0.496 -0.135 0.138 0.636
C -5.538 1.869 0.941 -1.232
N -4.354 1.066 1.193 0.307
C -4.603 -0.298 1.622 -0.840
C -3.103 1.529 0.925 0.275
N -2.013 1.202 1.592 0.304
C -2.145 0.832 2.996 -1.430
C -1.635 -0.572 3.268 -1.192
N -0.309 -0.806 2.667 1.260
C 0.740 0.006 3.329 -1.946
C 1.065 1.297 2.595 -0.688
N 1.440 0.957 1.226 0.489
C 2.336 1.718 0.635 0.572
N 2.554 3.021 0.973 0.502
C 1.446 3.897 1.304 -1.240
C 3.871 3.633 0.977 -1.225
N 3.129 1.197 -0.335 0.253
C 3.641 1.973 -1.454 -1.427
C 3.299 -0.234 -0.453 -1.229
C 0.035 -2.237 2.767 -1.877
C 1.028 -2.633 1.692 -0.444
N 0.382 -2.485 0.385 1.250
C 0.478 -3.520 -0.428 -0.145
N -0.517 -3.814 -1.299 0.423
C -0.273 -4.418 -2.599 -1.334
C -1.918 -3.557 -1.004 -1.136
N 1.560 -4.357 -0.449 0.234
C 1.431 -5.795 -0.612 -1.197
C 2.909 -3.874 -0.238 -1.098
N -2.997 2.392 -0.114 0.278
C -3.715 2.188 -1.360 -1.203
C -2.029 3.475 -0.099 -0.784
H -6.199 1.806 1.807 0.397
H -6.090 1.521 0.064 0.382
H -5.260 2.909 0.794 0.356
H -5.454 -0.687 1.059 0.433
H -4.842 -0.367 2.687 0.259
H -3.743 -0.913 1.376 -0.060
H -3.175 0.905 3.352 0.810
H -1.571 1.541 3.601 0.398
H -2.318 -1.301 2.832 0.430
H -1.603 -0.754 4.351 0.378
H 1.654 -0.588 3.364 0.458
H 0.448 0.213 4.365 0.319
H 1.888 1.791 3.123 0.771
H 0.213 1.978 2.632 0.224
H 0.513 3.428 1.004 0.082
H 1.552 4.828 0.743 0.358
H 1.412 4.137 2.370 0.325
H 4.639 2.870 0.886 0.358
H 4.017 4.154 1.925 0.381
H 3.991 4.359 0.168 0.371
H 3.186 2.958 -1.470 0.415
H 3.385 1.467 -2.387 0.459
H 4.728 2.076 -1.404 0.337
H 3.170 -0.693 0.524 0.415
H 4.306 -0.442 -0.819 0.422
H 2.583 -0.676 -1.155 0.164
H -0.875 -2.820 2.622 0.340
H 0.424 -2.471 3.767 0.308
H 1.338 -3.665 1.875 0.658
H 1.926 -2.011 1.775 0.223
H 0.783 -4.368 -2.848 0.377
H -0.830 -3.859 -3.353 0.440
H -0.604 -5.458 -2.634 0.357
H -2.025 -3.247 0.030 0.140
H -2.483 -4.477 -1.175 0.465
H -2.321 -2.762 -1.630 0.285
H 0.388 -6.089 -0.541 0.345
H 1.983 -6.294 0.188 0.396
H 1.834 -6.139 -1.568 0.360
H 2.922 -2.792 -0.299 0.156
H 3.559 -4.272 -1.021 0.407
H 3.314 -4.183 0.730 0.327
H -4.201 1.216 -1.349 0.358
H -2.996 2.195 -2.183 0.276
H -4.455 2.973 -1.539 0.352
H -1.762 3.699 0.932 0.352
H -2.492 4.359 -0.543 0.490
H -1.132 3.227 -0.665 -0.278
Cl 2.292 1.609 -6.791 -0.219
C 1.616 1.546 -5.196 0.192
C 1.263 0.325 -4.648 -0.967
C 0.727 0.313 -3.377 0.109
Cl 0.291 -1.207 -2.635 0.116
C 0.516 1.456 -2.587 -1.104
O 0.034 1.377 -1.380 0.895
C 0.899 2.662 -3.204 0.688
Cl 0.748 4.140 -2.304 -0.200
C 1.435 2.716 -4.477 -0.713
H 1.400 -0.593 -5.201 0.520
H 1.716 3.669 -4.904 0.484
F -2.363 -0.807 -0.438 -0.697

No. 3
95
Properties=species:S:1:pos:R:3:mulliken_charge:R:1 method="wB97M-V/def2-TZVPD" homo_energy_ha=-0.469 total_energy_ev=-109852.373 total_charge=+2 gap_ha=0.2224 lumo_ev=-6.72
Tl 0.773 0.397 -0.743 1.447
F -1.498 -1.999 4.850 -0.161
C -0.377 -1.637 4.265 0.452
F 0.116 -0.545 4.830 -0.168
F 0.502 -2.607 4.267 -0.154
S -0.714 -1.179 2.509 0.671
O 0.534 -0.763 1.920 -0.573
O -1.732 -0.070 2.727 -1.046
N -1.360 -2.472 1.921 -0.658
S -2.015 -2.317 0.481 1.088
O -1.645 -3.332 -0.436 -0.589
O -1.875 -0.907 0.033 -0.846
C -3.829 -2.541 0.808 0.487
F -4.022 -3.362 1.812 -0.200
F -4.396 -2.982 -0.288 -0.185
F -4.356 -1.335 1.126 -0.132
C -2.164 4.124 1.795 -1.576
C -1.360 2.848 1.526 0.691
C -0.214 2.605 2.495 -1.157
Sb -2.804 1.282 1.506 1.290
C -4.093 1.424 3.237 0.403
C -3.278 1.720 4.494 -1.310
C -5.198 2.458 3.016 -1.362
C -3.741 1.205 -0.473 0.893
C -2.960 2.136 -1.381 -1.320
C -5.204 1.582 -0.317 -1.632
H -1.504 4.978 1.626 0.491
H -2.516 4.180 2.825 0.287
H -3.023 4.252 1.126 0.398
H -1.001 2.844 0.499 0.502
H -0.555 2.589 3.532 0.256
H 0.497 3.430 2.388 0.570
H 0.323 1.680 2.290 -0.097
H -4.506 0.416 3.281 0.520
H -2.924 2.749 4.514 0.261
H -2.437 1.051 4.645 0.107
H -3.947 1.595 5.350 0.561
H -4.803 3.465 2.862 0.274
H -5.799 2.491 3.928 0.476
H -5.870 2.211 2.203 0.375
H -3.614 0.162 -0.736 0.081
H -3.095 3.187 -1.113 0.352
H -3.353 2.010 -2.395 0.493
H -1.896 1.914 -1.420 0.231
H -5.344 2.603 0.044 0.365
H -5.755 0.891 0.319 0.377
H -5.655 1.535 -1.314 0.511
C 3.929 -2.067 1.615 -0.691
S 4.337 -0.744 0.498 0.089
O 3.063 -0.475 -0.290 -0.378
C 4.524 0.566 1.668 0.524
C 3.465 0.947 2.491 0.151
C 3.652 1.998 3.373 -0.803
C 4.881 2.657 3.425 -0.592
C 5.921 2.272 2.595 -0.615
C 5.744 1.220 1.703 -0.490
H 2.925 -1.880 1.999 -0.080
H 4.666 -2.092 2.419 0.474
H 3.957 -2.997 1.046 0.417
H 2.513 0.425 2.442 0.252
H 2.848 2.300 4.034 0.478
H 5.025 3.475 4.120 0.414
H 6.871 2.789 2.635 0.404
H 6.551 0.912 1.048 0.450
C -1.194 -1.505 -3.397 -1.196
C 0.134 -1.435 -4.166 0.807
C 0.194 -2.566 -5.197 -1.664
P 1.531 -1.265 -2.967 0.089
C 2.348 -2.869 -2.589 1.251
C 3.139 -3.545 -3.711 -1.613
C 1.365 -3.836 -1.925 -1.561
C 2.822 -0.248 -3.823 0.690
C 2.599 1.237 -3.514 -1.484
C 2.941 -0.448 -5.336 -1.647
H -2.035 -1.488 -4.095 0.585
H -1.310 -0.660 -2.709 -0.062
H -1.264 -2.425 -2.809 0.195
H 0.161 -0.480 -4.702 0.497
H 0.142 -3.545 -4.717 0.297
H 1.089 -2.530 -5.814 0.290
H -0.666 -2.489 -5.868 0.504
H 3.066 -2.548 -1.828 -0.202
H 2.502 -3.873 -4.530 0.271
H 3.629 -4.435 -3.306 0.474
H 3.923 -2.903 -4.113 0.361
H 0.645 -4.235 -2.644 0.205
H 0.801 -3.361 -1.122 0.220
H 1.904 -4.687 -1.504 0.519
H 3.759 -0.556 -3.349 0.363
H 1.605 1.566 -3.842 0.266
H 3.331 1.855 -4.040 0.508
H 2.711 1.447 -2.446 0.155
H 2.059 -0.073 -5.860 0.347
H 3.089 -1.487 -5.620 0.319
H 3.799 0.117 -5.709 0.471

No. 4
90
Properties=species:S:1:pos:R:3:mulliken_charge:R:1 method="wB97M-V/def2-TZVPD" homo_energy_ha=-0.348 total_energy_ev=-76916.591 total_charge=+1 gap_ha=0.2315 lumo_ev=-3.16
C 7.669 0.138 -1.390 -0.930
C 6.746 0.032 -2.659 -0.569
I 8.081 0.347 -4.385 0.083
C 5.648 1.150 -2.781 -1.080
C 4.585 1.202 -1.617 -0.390
I 4.058 -0.794 -0.929 0.265
N 5.240 1.900 -0.427 -0.201
C 4.175 2.387 0.412 -0.139
N 3.906 1.806 1.565 0.002
C 2.826 2.184 2.493 -0.521
C 3.271 3.166 3.640 0.146
O 2.624 4.140 3.823 -0.379
I 4.971 2.790 4.914 0.060
N 3.452 3.496 -0.046 0.048
C 3.642 3.552 -1.520 -0.960
C 2.662 4.643 -2.134 -0.941
C 2.998 6.057 -1.460 -0.800
C 2.089 6.336 -0.175 -0.323
C 2.890 6.983 1.010 -0.909
N 3.775 5.996 1.671 -0.381
C 3.388 2.107 -2.104 0.801
C 1.945 1.533 -1.864 -1.367
C 1.474 0.530 -3.011 -0.732
C 0.205 -0.228 -2.481 0.164
C 0.316 -1.490 -1.778 -0.158
C -0.915 -2.117 -1.278 -0.697
C -2.159 -1.436 -1.534 -0.228
C -2.295 -0.181 -2.251 -0.712
C -1.077 0.441 -2.744 -0.262
H 7.229 -0.336 -0.473 0.173
H 7.874 1.216 -1.164 0.308
H 8.656 -0.348 -1.609 0.437
H 6.357 -1.008 -2.813 0.516
H 5.152 0.997 -3.780 0.453
H 6.204 2.127 -2.876 0.545
H 5.646 1.129 0.123 0.460
H 4.503 1.024 1.836 0.334
H 2.493 1.227 2.986 0.525
H 1.922 2.616 2.006 0.250
H 2.449 3.343 0.106 0.321
H 4.667 3.910 -1.813 0.487
H 2.731 4.695 -3.246 0.462
H 1.591 4.446 -1.865 0.315
H 4.076 6.159 -1.186 0.418
H 2.675 6.832 -2.206 0.405
H 1.188 6.952 -0.414 0.476
H 1.693 5.356 0.220 0.109
H 3.549 7.810 0.607 0.312
H 2.235 7.457 1.783 0.414
H 4.477 5.665 1.006 0.164
H 4.273 6.426 2.451 0.240
H 3.499 2.212 -3.220 0.921
H 1.766 1.116 -0.838 0.202
H 1.225 2.399 -1.953 0.317
H 1.247 1.085 -3.963 0.388
H 2.301 -0.181 -3.273 0.492
H 1.298 -1.977 -1.574 0.176
H -0.817 -3.070 -0.713 0.391
H -3.098 -1.895 -1.135 0.402
H -3.254 0.347 -2.426 0.358
H -1.076 1.414 -3.281 0.336
O -4.427 -3.598 0.808 -0.710
P -5.367 -4.603 1.469 0.900
N -6.581 -4.497 0.235 0.072
C -8.014 -4.686 0.396 -0.810
C -6.183 -5.077 -1.049 -1.124
N -5.761 -3.521 2.775 0.197
C -7.007 -2.778 2.828 -1.185
C -4.680 -2.631 3.206 -1.093
N -6.292 -5.883 2.279 -0.082
C -6.292 -5.954 3.752 -0.931
C -5.769 -7.201 1.828 -1.071
H -8.289 -5.728 0.606 0.283
H -8.536 -4.396 -0.521 0.380
H -8.448 -4.055 1.165 0.168
H -6.328 -6.163 -1.067 0.347
H -5.134 -4.875 -1.268 0.283
H -6.764 -4.646 -1.870 0.365
H -7.155 -2.146 1.945 0.283
H -7.042 -2.136 3.714 0.431
H -7.859 -3.448 2.956 0.322
H -4.587 -1.758 2.547 0.326
H -3.725 -3.155 3.219 0.311
H -4.860 -2.272 4.223 0.350
H -5.281 -5.904 4.164 0.341
H -6.752 -6.888 4.089 0.368
H -6.895 -5.168 4.200 0.263
H -4.743 -7.358 2.176 0.371
H -5.760 -7.274 0.738 0.254
H -6.392 -8.018 2.194 0.394

No. 5
82
Properties=species:S:1:pos:R:3:mulliken_charge:R:1 method="wB97M-V/def2-TZVPD" e_above_lowest_kj_mol=1534.8 homo_energy_ha=-0.391 total_energy_ev=-38466.615 total_charge=+1 gap_ha=0.2965 lumo_ev=-2.56
C 4.868 -2.969 1.927 -0.878
C 3.335 -3.488 2.227 -0.540
C 2.246 -2.272 2.468 -0.488
C 2.234 -1.128 1.292 -0.371
C 0.671 -0.677 0.923 -0.516
C 0.618 0.614 -0.086 -0.535
C 0.485 0.235 -1.684 0.317
C 1.783 -0.611 -2.272 -0.642
O 3.053 0.129 -2.232 -0.296
C 3.974 -0.537 -3.212 -0.399
O 3.934 -2.006 -3.144 -0.335
C 3.632 -2.621 -4.446 -0.240
C 2.547 -3.852 -4.124 -0.183
O 1.279 -3.543 -4.843 -0.546
C 0.193 1.636 -2.531 -0.496
C 0.428 3.001 -1.654 -0.688
N -0.411 3.052 -0.359 0.436
C -1.658 3.899 -0.481 -0.621
C -2.393 3.874 -1.943 0.120
C -3.886 4.581 -1.974 -0.998
C -0.602 1.697 0.284 -0.585
C -2.049 0.985 0.069 -0.609
C -3.024 1.087 1.424 0.103
C -4.003 -0.266 1.332 0.138
C -5.052 -0.285 0.056 -0.254
C -6.006 -1.637 -0.102 -0.437
C -5.847 -2.855 0.995 -0.322
C -4.813 -2.788 2.275 -0.432
C -3.848 -1.451 2.461 -0.237
H 5.555 -3.133 2.889 0.309
H 5.336 -3.669 1.095 0.217
H 4.929 -1.823 1.663 0.251
H 2.962 -4.285 1.426 0.302
H 3.390 -4.088 3.255 0.334
H 1.152 -2.715 2.589 0.290
H 2.467 -1.694 3.488 0.112
H 2.840 -0.183 1.651 0.236
H 2.765 -1.521 0.309 0.126
H 0.000 -0.562 1.874 0.095
H 0.233 -1.600 0.306 0.398
H 1.673 1.160 0.028 0.527
H -0.462 -0.455 -1.907 0.378
H 1.815 -1.635 -1.667 0.106
H 1.554 -0.863 -3.398 0.399
H 3.855 -0.094 -4.299 0.305
H 5.072 -0.221 -2.866 0.230
H 3.090 -1.922 -5.212 0.255
H 4.587 -3.165 -4.910 0.295
H 2.931 -4.901 -4.489 0.277
H 2.307 -3.847 -2.954 0.085
H 0.604 -3.155 -4.190 0.315
H 1.025 1.647 -3.388 0.423
H -0.835 1.571 -3.085 0.109
H 1.559 2.952 -1.274 0.407
H 0.364 4.003 -2.274 0.392
H 0.220 3.588 0.313 0.533
H -2.451 3.719 0.394 0.282
H -1.300 5.026 -0.316 0.282
H -2.500 2.819 -2.437 -0.037
H -1.715 4.523 -2.677 0.327
H -4.272 4.923 -0.920 0.301
H -3.872 5.461 -2.775 0.287
H -4.647 3.779 -2.424 0.257
H -0.482 1.875 1.459 0.111
H -1.882 -0.189 -0.077 0.488
H -2.672 1.331 -0.855 -0.124
H -3.632 2.085 1.476 0.281
H -2.330 0.939 2.382 -0.038
H -5.094 0.627 -0.689 0.244
H -6.726 -1.674 -1.026 0.290
H -6.513 -3.822 0.836 0.283
H -4.673 -3.651 3.065 0.286
H -3.081 -1.340 3.344 0.232
C 0.366 1.543 5.711 -1.335
C 0.484 0.914 4.338 0.659
O 0.837 1.901 3.381 -0.506
H -0.390 2.336 5.707 0.336
H 0.090 0.795 6.460 0.364
H 1.312 2.006 6.007 0.366
H -0.470 0.471 4.037 0.005
H 1.247 0.129 4.331 -0.096
H 1.689 2.282 3.653 0.286

| no. | largest force on an atom (hartree/bohr) |
| --- | --- |
| 1 | 0.024 |
| 2 | 0.004 |
| 3 | 0.022 |
| 4 | 0.162 |
| 5 | 0.103 |